Entry 1:
C9H9Cl3F3O9Pd as an isolated structure at a distorted geometry, computed with ωB97M-V/def2-TZVPD.

Calculated values
E   -2833.62187 hartree
E_LUMO (spin up / spin down)   2.1 / 2.1 eV
E_HOMO (spin up / spin down)   -4.2 / -4.3 eV

Geometry as ORCA input:
```
! wB97M-V def2-TZVPD RIJCOSX def2/J DEFGRID3
* xyz -1 3
Pd 0.38946 -2.23010 1.37967
Cl -1.32760 -2.92031 3.09898
Cl 0.42051 -4.71049 0.30616
Cl 2.79575 -2.08411 2.09649
C 3.71032 -1.72550 -3.19176
C 3.81240 -0.30367 -2.87479
O 2.79900 -0.08636 -1.86863
C 2.05407 -1.22136 -1.65701
O 1.15136 -1.38884 -0.87579
O 2.51861 -2.12005 -2.53432
F 3.58790 0.40901 -3.88715
H 4.51177 -2.35998 -2.81332
H 3.51978 -1.90329 -4.25015
H 4.81438 -0.11707 -2.48839
C -3.45919 0.75640 -0.97382
C -4.43875 -0.37149 -1.06431
O -3.61698 -1.42043 -0.54096
C -2.35442 -1.02796 -0.54168
O -1.45686 -1.71209 -0.11847
O -2.18887 0.23856 -0.72493
F -4.66477 -0.49318 -2.41061
H -3.80429 1.44299 -0.20078
H -3.43512 1.40510 -1.84943
H -5.42106 -0.27446 -0.60196
C 0.29543 3.15785 2.38374
C -0.21738 2.83118 3.80458
O -0.47704 1.37084 3.59515
C 0.11248 1.01964 2.45109
O 0.00689 -0.12608 1.90051
O 0.81694 1.96024 1.92655
F -1.42028 3.35778 3.96366
H 0.97483 4.00835 2.32765
H -0.47319 3.43767 1.66330
H 0.46393 3.20122 4.57073
*
```


Entry 2:
C9H9ClINO2 as an isolated structure at a distorted geometry, computed with ωB97M-V/def2-TZVPD.

Calculated values
E   -1311.44248 hartree
E_LUMO   0.2 eV
E_HOMO   -9.1 eV

Geometry as ORCA input:
```
! wB97M-V def2-TZVPD RIJCOSX def2/J DEFGRID3
* xyz 0 1
C 0.80125 -1.48481 0.17191
C -0.25461 0.66247 0.42395
C 2.05534 -0.97078 0.38280
C 1.02951 1.21319 0.70810
C -0.34907 -0.65609 0.09049
C 2.19106 0.42271 0.65032
C -1.62095 -1.47727 -0.21816
C -3.36196 -1.66209 -1.82296
C 3.51230 1.16036 0.93261
N 3.46320 2.50510 0.65327
O -2.16026 -2.23277 0.56571
O -2.09237 -1.06644 -1.29544
Cl 4.72755 0.25815 -0.08198
I 4.01224 0.76617 2.94465
H 0.71139 -2.60272 0.08705
H -1.05981 1.38929 0.46876
H 2.97333 -1.70934 0.52342
H 1.13671 2.31796 0.93459
H -3.92393 -1.74373 -0.88786
H -3.08870 -2.67966 -2.12331
H -3.76672 -1.16909 -2.64486
H 4.32313 2.96907 0.93256
H 3.22879 2.81003 -0.31980
*
```


Entry 3:
C9H9ClNO13P2Se3TeTi as an isolated structure, computed with ωB97M-V/def2-TZVPD.

Calculated values
E   -10846.55166 hartree
E_LUMO (spin up / spin down)   4.1 / 3.4 eV
E_HOMO (spin up / spin down)   -1.5 / -1.5 eV

Geometry as ORCA input:
```
! wB97M-V def2-TZVPD RIJCOSX def2/J DEFGRID3
* xyz -2 2
Ti -0.38468 0.49543 -0.29440
O 0.67808 1.21838 4.16073
C 0.47253 1.11073 2.83302
O -0.54043 1.48820 2.30602
C 1.59016 0.52937 2.06382
C 2.76249 0.17305 2.63093
C 3.82897 -0.33801 1.80879
C 3.66168 -0.35606 0.47046
C 2.43206 0.09864 -0.10188
N 1.32337 0.41784 0.71462
C 2.14409 0.22978 -1.42276
O 3.00614 -0.06002 -2.45322
O 0.96431 0.69383 -1.72878
H -0.10646 1.67728 4.49395
H 2.88533 0.29364 3.69671
H 4.75466 -0.66640 2.26313
H 4.44337 -0.68072 -0.20380
H 2.78851 -0.95315 -2.75285
Se -2.72578 3.56061 0.51113
Se -2.66976 4.92807 2.25031
Te 1.00123 4.53993 1.42229
Se -0.40542 3.37334 -0.24595
O -0.70677 0.44790 -4.03158
P -1.96650 0.28398 -3.06460
O -3.23413 0.57180 -3.73492
O -1.58202 1.03085 -1.77774
O -1.95305 -1.30031 -2.66194
P -0.81742 -2.20913 -1.98112
O 0.39573 -2.21295 -3.05891
O -1.35170 -3.56070 -1.75951
O -0.24053 -1.42044 -0.81585
H 0.09616 0.55316 -3.48203
H 0.18284 -2.82214 -3.77371
Cl -4.40744 -2.81834 1.91481
C -3.41068 -1.85804 0.78294
C -2.24474 -1.14359 1.45477
O -1.74066 -1.51598 2.48856
O -1.87089 -0.11253 0.74910
H -4.05330 -1.13949 0.28459
H -2.99936 -2.54782 0.04488
*
```


Entry 4:
C9H9EuN7OS7Sb as an isolated structure at a distorted geometry, computed with ωB97M-V/def2-TZVPD.

Calculated values
E   -4545.03373 hartree
E_LUMO (spin up / spin down)   4.5 / 4.5 eV
E_HOMO (spin up / spin down)   -1.0 / -1.0 eV

Geometry as ORCA input:
```
! wB97M-V def2-TZVPD RIJCOSX def2/J DEFGRID3
* xyz -2 7
Eu 0.12419 -1.23701 -0.04958
S 4.22147 -1.67211 -2.40788
Sb 2.37507 -3.01939 -2.02272
S 0.45072 -1.70762 -2.68674
S 2.16084 -2.99349 0.39524
O -6.03318 1.03671 3.02882
C -5.01952 0.68554 2.49245
S -3.43452 1.39455 2.79856
C -2.48260 0.37821 1.70598
C -3.17761 -0.55397 0.99953
S -2.60531 -1.70659 -0.14984
S -4.92459 -0.60555 1.29507
S -0.78927 0.71142 1.71867
N 4.08834 1.02948 -0.72083
C 3.41818 0.12909 0.00854
N 2.12377 0.28910 -0.17480
C 2.05013 1.31102 -1.08771
N 3.23669 1.77148 -1.42374
C 0.78140 1.74278 -1.64508
C 0.66704 2.88712 -2.43483
N -0.48223 3.25755 -2.96580
C -1.53021 2.47607 -2.73171
C -1.43775 1.33193 -1.95415
N -0.28564 0.95979 -1.39853
H 5.07709 1.05836 -0.92425
H 3.86636 -0.60630 0.64902
H 1.52951 3.50748 -2.62669
H -2.46890 2.78186 -3.17224
H -2.29340 0.69090 -1.76150
N 0.70695 -2.65901 3.31686
N -0.44336 -2.44853 2.41596
H 1.16382 -1.74950 3.41372
H 1.36078 -3.25306 2.80161
H -1.09137 -1.85457 2.95165
H -0.90290 -3.36372 2.34694
*
```


Entry 5:
C9H9F14NO9PS2 as an isolated structure, computed with ωB97M-V/def2-TZVPD.

Calculated values
E   -3616.33733 hartree
E_LUMO   2.4 eV
E_HOMO   -6.7 eV

Geometry as ORCA input:
```
! wB97M-V def2-TZVPD RIJCOSX def2/J DEFGRID3
* xyz -1 1
C 1.54070 -1.93905 0.75162
O 1.99476 -1.57172 -0.54349
C 1.24833 -0.56694 -1.14872
O 2.14055 0.42762 -1.68903
P 2.79099 1.56061 -0.83164
O 3.70918 2.43374 -1.56015
O 3.34354 0.88664 0.48483
C 4.74608 0.99011 0.81426
C 4.91367 0.77940 2.29910
F 4.90979 2.00532 2.98251
O 1.45142 2.30332 -0.26247
C 1.45842 3.21818 0.75728
F 2.71445 3.61262 1.06434
F 0.76679 4.30469 0.34786
C 0.79017 2.71884 2.07438
F 0.75816 3.77494 2.92457
F 1.54743 1.74460 2.62064
C -0.66468 2.19063 1.96012
F -1.06986 1.83130 3.16587
F -1.46838 3.13041 1.49990
F -0.74423 1.14371 1.16141
H 0.45729 -2.08733 0.76781
H 1.82407 -1.18712 1.49635
H 2.01523 -2.88995 0.99244
H 0.54506 -0.11681 -0.45374
H 0.70749 -0.97844 -1.99994
H 5.28287 0.22856 0.24619
H 5.11442 1.97990 0.54763
H 5.86313 0.29028 2.52095
H 4.07997 0.19236 2.69145
C -6.48650 -2.73359 -0.88643
F -7.22172 -3.64353 -0.23873
F -6.97901 -2.59890 -2.11917
F -6.60878 -1.56745 -0.24940
S -4.73549 -3.31125 -0.91482
O -4.76317 -4.53833 -1.65776
O -4.34360 -3.37083 0.46491
N -4.16324 -2.06617 -1.71025
S -2.63010 -1.94794 -2.05024
O -2.13905 -2.86641 -3.03813
O -1.77250 -1.68870 -0.92332
C -2.73008 -0.32789 -2.92243
F -3.18883 0.63497 -2.12066
F -3.50957 -0.39589 -4.00064
F -1.49517 0.01149 -3.31525
*
```


Entry 6:
One molecule with the formula C9H9FSi at a distorted geometry, computed with ωB97M-V/def2-TZVPD.

Calculated values
Structure (SMILES)   C#C[Si@](C)(F)c1ccccc1
E   -737.67758 hartree
E_LUMO   0.6 eV
E_HOMO   -9.4 eV

Geometry as ORCA input:
```
! wB97M-V def2-TZVPD RIJCOSX def2/J DEFGRID3
* xyz 0 1
C -2.57085 2.78728 0.77870
C -1.98126 1.72886 0.66954
Si -1.43722 -0.02386 0.73103
C -2.65555 -0.89428 -0.57148
F -1.73566 -0.84032 2.10541
C 0.37950 -0.15906 0.21018
C 1.05310 0.55478 -0.75368
C 2.40355 0.55505 -0.99304
C 3.17808 -0.44257 -0.39733
C 2.58813 -1.27522 0.54097
C 1.29049 -1.15024 0.87586
H -2.94004 3.68896 0.39107
H -2.20961 -0.66602 -1.48729
H -2.88246 -1.91360 -0.43221
H -3.73304 -0.51129 -0.74339
H 0.49951 1.45590 -1.14185
H 2.79486 1.22825 -1.67423
H 4.21278 -0.42351 -0.67160
H 3.10130 -1.97978 1.10421
H 0.64439 -1.71934 1.45914
*
```


Entry 7:
A 2-piece molecular cluster, C9H9IOS overall at a distorted geometry, computed with ωB97M-V/def2-TZVPD.

Calculated values
E   -1119.30436 hartree
E_LUMO   0.4 eV
E_HOMO   -9.3 eV

Geometry as ORCA input:
```
! wB97M-V def2-TZVPD RIJCOSX def2/J DEFGRID3
* xyz 0 1
C -0.18319 -1.56475 -0.64496
C -1.44422 0.47073 -0.88851
C 0.10224 -1.13644 0.64364
C -1.28831 0.80371 0.43785
C -0.96306 -0.72808 -1.39519
C -0.44630 0.00474 1.18669
C 2.75689 0.93131 2.39482
C 1.67088 0.61573 2.80919
C -1.25821 -1.01745 -2.81050
O -0.66046 1.76547 3.19929
S -0.09736 0.43046 3.00755
I 2.63313 1.50054 -0.74449
H 0.13043 -2.54052 -0.89971
H -2.00677 1.20871 -1.52070
H 0.89712 -1.64697 1.19350
H -1.91869 1.60802 0.81443
H 2.21572 1.13307 0.75822
H 3.73446 1.36094 2.03117
H -0.28837 -0.95796 -3.47581
H -1.78256 -1.95784 -2.75959
H -1.80337 -0.28342 -3.33689
*
```


Entry 8:
An isolated ion of composition C9H9N2O2 and charge +1 at a distorted geometry, computed with ωB97M-V/def2-TZVPD.

Calculated values
Structure (SMILES)   O=C[C@H](O)c1[nH+]cc2ccccn12
E   -608.03870 hartree
E_LUMO   -3.7 eV
E_HOMO   -12.1 eV

Geometry as ORCA input:
```
! wB97M-V def2-TZVPD RIJCOSX def2/J DEFGRID3
* xyz 1 1
O -1.66586 -2.64368 0.88497
C -0.71408 -3.08240 0.43230
C 0.30280 -2.08058 -0.36542
O 1.61521 -2.68158 -0.28753
C 0.67511 -0.61705 -0.03238
N 1.90836 -0.16425 0.21866
C 1.90161 1.19270 0.42779
C 0.58292 1.59958 0.18076
C -0.00793 2.80095 0.30576
C -1.40873 2.86914 0.14147
C -2.13591 1.71928 -0.18250
C -1.53361 0.51277 -0.18373
N -0.13480 0.41541 -0.04202
H -0.26591 -4.09314 0.42416
H -0.00049 -2.22716 -1.33432
H 1.86444 -3.54600 -0.76585
H 2.81544 -0.75587 0.19265
H 2.74216 1.79292 0.50709
H 0.63768 3.71464 0.27854
H -1.85420 3.79322 0.07241
H -3.19298 1.79334 -0.42716
H -2.13123 -0.31223 -0.44566
*
```


Entry 9:
An isolated ion of composition C9H9N2OS and charge -1 at a distorted geometry, computed with ωB97M-V/def2-TZVPD.

Calculated values
Structure (SMILES)   C=c1nc2c(c(=O)n1[S-])=CCCC2
E   -931.25450 hartree
E_LUMO (spin up / spin down)   3.1 / 3.1 eV
E_HOMO (spin up / spin down)   -2.6 / -2.6 eV

Geometry as ORCA input:
```
! wB97M-V def2-TZVPD RIJCOSX def2/J DEFGRID3
* xyz -1 1
C -2.75604 2.46127 0.01038
C -1.95752 1.44692 0.05703
N -0.58708 1.58339 0.03168
C 0.26072 0.58046 0.07100
C -0.13917 -0.81878 0.14281
C -1.61154 -1.14957 0.02758
O -1.96207 -2.36810 -0.11248
N -2.53122 -0.13923 -0.06494
S -4.21478 -0.13983 -0.05727
C 0.69694 -1.88380 0.28755
C 2.17023 -1.54802 0.16661
C 2.37301 -0.25838 -0.58476
C 1.71454 0.90031 0.16338
H -3.82291 2.12298 -0.20962
H -2.22066 3.44271 0.10240
H 0.27844 -2.85224 0.31385
H 2.47631 -1.50846 1.15304
H 2.59889 -2.40431 -0.37465
H 3.44994 -0.09614 -0.53286
H 1.90107 -0.21129 -1.60249
H 1.89506 1.93329 -0.20801
H 1.98784 0.90681 1.21974
*
```